Density functional theory data (ωB97M-V/def2-TZVPD) for a 2-piece molecular cluster, C9H18S2 overall.

```
29
C9H18S2, DFT ωB97M-V/def2-TZVPD
C -1.88944 -0.58607 -1.21979
C -0.37057 -0.46717 -1.07765
C 0.21849 -1.71967 -0.42531
C -0.43892 -1.99287 0.92912
C -1.95779 -2.11178 0.78698
C -2.54684 -0.85927 0.13464
H -2.12052 -1.42378 -1.90558
H -2.30440 0.33825 -1.66576
H -0.13773 0.41003 -0.44379
H 0.09336 -0.29899 -2.06858
H 1.31287 -1.60705 -0.30241
H 0.04199 -2.58672 -1.09052
H -0.02394 -2.91717 1.37512
H -0.20785 -1.15514 1.61487
H -2.19065 -2.98899 0.15316
H -2.42170 -2.27991 1.77792
H -3.64122 -0.97186 0.01176
H -2.37030 0.00778 0.79985
C 0.21953 1.45975 7.26264
C 1.50933 0.84209 6.74704
S 2.31548 2.04246 5.64290
S 0.52801 2.99431 5.04768
C -0.56604 1.94721 6.05590
H 0.44538 2.30670 7.93874
H -0.36712 0.71749 7.83739
H 2.22899 0.61418 7.55672
H 1.30949 -0.09909 6.19959
H -0.93657 1.09694 5.45159
H -1.43936 2.56754 6.33510
```

Output
- Frontier orbital gap: 0.311 Eh
- SMILES: C1CCCCC1.C1CSSC1
- Energy: -31295.8568 eV
- HOMO energy: -0.28698 Ha
- Relative energy (zero: lowest compared OMol25 entry of this formula, charge and spin): 0.0 kJ/mol



Density functional theory data (ωB97M-V/def2-TZVPD) for one molecule with the formula C6H9NS in a non-equilibrium geometry.

```
17
C6H9NS, DFT ωB97M-V/def2-TZVPD
C -1.51790 -2.02212 -0.09714
C -0.40391 -1.39184 -0.52344
C 0.46126 -0.61256 0.38914
S 2.18120 -1.21771 0.22286
C 2.72855 0.43552 -0.32593
N 1.61937 1.28695 -0.26209
C 0.55278 0.82142 0.16108
C -0.66435 1.70114 0.31456
H -1.98105 -2.75427 -0.68097
H -1.80673 -2.03573 0.98278
H -0.28798 -1.24997 -1.63302
H 0.11078 -1.03091 1.36771
H 3.11696 0.28901 -1.27963
H 3.55664 0.71317 0.31544
H -0.50144 2.24786 1.36655
H -1.62750 1.15626 0.17576
H -0.47244 2.51611 -0.48944
```

Output
- Frontier orbital gap: 0.348 Eh
- SMILES: C=C[C@H]1SCN=C1C
- Energy: -18691.4574 eV
- HOMO energy: -0.31424 Ha
- Relative energy (zero: lowest compared OMol25 entry of this formula, charge and spin): 169.1 kJ/mol



Density functional theory data (ωB97M-V/def2-TZVPD) for a 2-piece molecular cluster, C10H10N2O2 overall in a non-equilibrium geometry.

```
24
C10H10N2O2, DFT ωB97M-V/def2-TZVPD
O 0.41937 2.43775 -0.10214
C 0.86912 1.31773 0.18345
C 0.60232 0.61400 1.36155
C 1.19225 -0.53760 1.58075
N 2.23087 -1.09412 0.84257
C 2.62805 -0.49544 -0.27362
O 3.59252 -0.93201 -0.95034
N 1.84200 0.67136 -0.60367
H -0.18274 0.86054 2.16964
H 0.83370 -1.07377 2.41135
H 2.59704 -2.06495 1.04123
H 1.97745 1.01991 -1.54884
C -3.08048 0.64900 0.24842
C -3.53176 -0.63440 0.34363
C -2.73088 -1.66944 -0.16296
C -1.50929 -1.33005 -0.86920
C -1.15604 0.08628 -1.17696
C -1.91221 0.97563 -0.42627
H -3.72396 1.56893 0.56516
H -4.53024 -0.85024 0.81538
H -3.14812 -2.62717 0.04685
H -0.89189 -2.08885 -1.36843
H -0.19774 0.31302 -1.71361
H -1.56521 2.00172 -0.52382
```

Output
- Frontier orbital gap: 0.350 Eh
- SMILES: O=c1cc[nH]c(=O)[nH]1.c1ccccc1
- Energy: -17606.5509 eV
- HOMO energy: -0.33953 Ha
- Relative energy (zero: lowest compared OMol25 entry of this formula, charge and spin): 192.1 kJ/mol



Density functional theory data (ωB97M-V/def2-TZVPD) for C38H42FFeGeN5O5 as an isolated structure.

```
93
C38H42FFeGeN5O5, DFT ωB97M-V/def2-TZVPD
Fe 0.44209 -0.41824 -0.43601
C 1.39433 3.08200 1.34701
O 0.43190 2.33026 0.64244
C -0.70286 2.97892 0.23813
C -0.93651 4.33301 0.43780
C -2.11951 4.90185 -0.02119
C -3.06282 4.13094 -0.67800
C -2.82720 2.77884 -0.87366
C -1.65903 2.19628 -0.41230
N -1.35311 0.81634 -0.61944
N -2.32670 0.11611 -0.90778
C -1.99043 -1.32701 -1.10224
C -1.77217 -1.83530 0.33149
O -0.69593 -1.39411 0.91409
C -2.68209 -2.69558 0.92149
C -3.78425 -3.20525 0.25303
C -4.04068 -2.84770 -1.11011
C -5.14296 -3.37216 -1.80825
C -5.41222 -3.01008 -3.11033
C -4.58271 -2.10163 -3.76523
C -3.48421 -1.58705 -3.09511
C -3.19401 -1.94817 -1.78526
H 0.97169 3.51580 2.25728
H 1.81079 3.88350 0.72972
H 2.18474 2.38485 1.61476
H -0.20998 4.95369 0.93901
H -2.29277 5.95846 0.13582
H -3.97774 4.57788 -1.04190
H -3.54262 2.14963 -1.38510
H -2.46839 -3.00070 1.94045
H -4.45912 -3.89275 0.74565
H -5.79291 -4.07279 -1.29572
H -6.27162 -3.42694 -3.62086
H -4.79305 -1.80017 -4.78326
H -2.83800 -0.87984 -3.60342
F 2.58033 -0.61430 5.38958
C 3.45114 -0.42362 4.37182
C 2.97153 -0.30746 3.10252
C 3.87269 -0.08842 2.05779
C 3.34130 0.00537 0.69164
O 2.11322 0.08033 0.55734
C 4.31460 0.05045 -0.34923
C 5.62941 0.18119 -0.00633
N 6.10811 0.21149 1.25265
C 7.53605 0.30431 1.47827
C 8.07568 1.53595 2.14499
C 8.31919 1.29915 0.68392
C 5.24031 0.01334 2.31787
C 5.70482 -0.12594 3.63353
C 4.82036 -0.34515 4.67148
N 5.33044 -0.48844 5.98695
C 4.80657 -1.47234 6.91205
C 3.85946 -0.89987 7.96267
N 4.52034 0.28757 8.62113
C 4.94444 1.32049 7.60820
C 5.91930 0.65732 6.64239
C 4.03838 -0.04576 -1.82510
O 4.84412 0.41641 -2.61002
O 2.96701 -0.72096 -2.15311
H 1.91130 -0.38382 2.89189
H 6.36293 0.27342 -0.79629
H 7.99924 -0.64829 1.70540
H 8.89724 1.41625 2.83711
H 7.35788 2.30407 2.40032
H 9.30582 1.00240 0.36094
H 7.78077 1.92520 -0.01378
H 6.76285 -0.10007 3.85124
H 5.65564 -1.93825 7.42995
H 4.29470 -2.26566 6.37221
H 3.63857 -1.62845 8.74081
H 2.93608 -0.53157 7.52889
H 5.34550 -0.02572 9.13884
H 3.88543 0.70077 9.30506
H 5.39362 2.15319 8.14675
H 4.03884 1.65241 7.10188
H 6.81212 0.34522 7.20108
H 6.24389 1.38723 5.90395
C 1.63616 -2.71336 -4.03290
Ge 3.00264 -1.36349 -3.94490
C 2.70011 0.20270 -5.03916
C 4.75240 -2.18768 -4.12239
C -0.64685 -1.44947 -1.85879
H 1.71893 -3.18312 -5.01599
H 0.63598 -2.31054 -3.92074
H 1.79794 -3.47784 -3.27382
H 3.62127 0.53060 -5.51614
H 2.33131 1.01045 -4.40744
H 1.94907 -0.00320 -5.80161
H 5.49719 -1.47879 -4.47430
H 4.68250 -3.02287 -4.82036
H 5.07637 -2.58643 -3.15944
H -0.42843 -2.51524 -1.95811
H -0.75114 -1.03652 -2.86676
```

Output
- Frontier orbital gap (alpha / beta): 0.092 / 0.177 Eh
- Energy: -151387.8072 eV
- HOMO energy (alpha / beta): -0.21776 / -0.30285 Ha
- Relative energy (zero: lowest compared OMol25 entry of this formula, charge and spin): 127.9 kJ/mol
- Total charge: +1
- Spin multiplicity: 6